C20H38BrNO6PS3 | ωB97M-V/def2-TZVPD

Each line ends with the Mulliken charge.
Cartesian coordinates (Å):
1 Br -4.30832 2.59959 3.27364  0.0145
2 P -2.20733 3.35108 2.85507  0.1394
3 C -1.47333 2.81308 1.17668  -0.5642
4 C -2.44260 1.86153 0.26103  -0.5081
5 C -2.68393 0.34684 0.83620  -0.1281
6 C -1.41996 -0.30259 1.65175  -0.6220
7 N -0.28991 -0.81603 0.77538  0.4034
8 C -0.10104 -0.82966 -0.72602  -0.3290
9 C 1.39470 -1.49534 -0.98218  -0.2808
10 C 2.10324 -1.92228 0.45756  -0.4790
11 C 0.91503 -1.44542 1.50604  -0.4213
12 H -2.23080 4.81985 2.84871  0.2568
13 H -1.34602 2.94657 3.97268  0.2350
14 H -0.41227 2.33753 1.40348  0.2324
15 H -1.25435 3.79081 0.52924  0.4869
16 H -3.51383 2.38533 0.24767  0.4043
17 H -2.06022 1.90282 -0.86372  0.2846
18 H -3.69946 0.31802 1.44017  -0.1224
19 H -2.86743 -0.35037 -0.11391  0.2926
20 H -1.84056 -1.24576 2.25059  0.3527
21 H -0.93551 0.39478 2.46010  0.2693
22 H -0.89822 -0.42447 -1.48112  0.2185
23 H 1.85730 -1.61923 -2.06197  0.4680
24 H 3.15747 -2.40533 0.65637  0.2464
25 H 1.02722 -1.56730 2.68823  0.2600
26 C 2.06249 3.97899 -2.11914  -0.7346
27 C 3.45048 4.60981 -2.01842  -0.6469
28 C 3.64062 5.07180 -0.57464  -0.6374
29 S 2.63034 3.99544 0.43156  1.2073
30 O 1.57280 4.78276 1.02979  -0.6740
31 O 3.48928 3.12880 1.21361  -0.6892
32 C 1.94094 3.05538 -0.91626  0.0858
33 H 1.93105 3.43454 -3.05878  0.3810
34 H 1.29619 4.76185 -2.07062  0.3076
35 H 4.21084 3.86016 -2.26902  0.2835
36 H 3.56808 5.44302 -2.71830  0.3444
37 H 4.68405 4.98942 -0.26003  0.3446
38 H 3.28853 6.09729 -0.43291  0.3494
39 H 0.90996 2.77828 -0.68980  -0.1960
40 H 2.55292 2.15771 -1.04558  0.2609
41 C -7.16666 -1.49894 2.43706  -0.5030
42 C -7.78542 -2.55935 1.52754  -0.6381
43 C -6.63926 -3.29796 0.83846  -0.6402
44 S -5.24179 -3.19699 1.94685  1.0348
45 O -4.21092 -2.39913 1.31688  -0.5456
46 O -4.97654 -4.50977 2.50065  -0.6891
47 C -6.04594 -2.20255 3.18784  -0.6800
48 H -7.90393 -1.07209 3.12325  0.3584
49 H -6.75726 -0.68349 1.82889  0.2234
50 H -8.36752 -3.26460 2.13312  0.3015
51 H -8.46678 -2.11620 0.79455  0.3396
52 H -6.88651 -4.34756 0.66036  0.3355
53 H -6.36090 -2.81583 -0.10268  0.3582
54 H -5.32922 -1.51209 3.63567  0.3641
55 H -6.44594 -2.87775 3.95018  0.3529
56 C 5.89159 -2.23439 -1.44059  -0.0125
57 C 6.12777 -3.61352 -2.05445  -0.6864
58 C 5.11455 -3.79247 -3.18380  -0.6345
59 S 4.74319 -2.15219 -3.78648  1.0750
60 O 3.35545 -1.85826 -3.49681  -0.6651
61 O 5.31010 -1.99094 -5.11052  -0.6953
62 C 5.76203 -1.27663 -2.61560  -0.6593
63 H 6.70676 -1.94240 -0.77210  0.3747
64 H 4.96222 -2.24297 -0.85868  -0.2062
65 H 7.14539 -3.66250 -2.46064  0.3191
66 H 6.03326 -4.40968 -1.30941  0.3452
67 H 5.52302 -4.39512 -3.99896  0.3575
68 H 4.18473 -4.23856 -2.82033  0.3645
69 H 5.29275 -0.32858 -2.34737  0.3103
70 H 6.73333 -1.09678 -3.08601  0.3446

Output
* gap between HOMO and LUMO: 4.7 eV
* energy above the lowest of the compared OMol25 structures with the same formula, charge and spin: 146.8 kcal/mol
* net charge: +1
* LUMO level: -4.99 eV